(1)
Molecular formula: C3H5N3S2
Method: DFT, ωB97M-V/def2-TZVPD

Last column: Löwdin charge in e.
Atoms and positions in Å:
H  -2.4065  -0.0652  1.1283  -0.0116
N  -1.8420  -0.3253  1.9637  0.0705
C  -0.6584  -0.5286  1.4816  -0.3023
N  -0.5629  -0.8249  0.0445  -0.3906
S  -1.4549  0.2317  -0.9997  0.8255
C  -0.0126  1.4477  -1.3323  -0.5976
S  1.6145  0.3078  -1.5617  0.8355
C  0.9520  -0.7448  -0.2507  -0.7470
N  1.7292  -1.5083  0.4164  0.0749
H  2.5540  -1.3525  -0.1640  0.0223
H  0.3186  -0.9033  1.9459  0.1210
H  -0.1892  2.2337  -2.2426  0.0987
H  -0.0418  2.0319  -0.4294  0.0008

Values from the calculation:
**Calculated total energy**: -1077.84932 hartree
**Energy above the lowest of the compared OMol25 structures with the same formula, charge and spin**: 67.6 kcal per mole
**SMILES**: [H]/N=C\N1SCS/C1=N\[H]
**Frontier orbital gap**: 0.338 hartree

---

(2)
Molecular formula: C2H6NO3
Method: DFT, ωB97M-V/def2-TZVPD

Last column: Löwdin charge in e.
Atoms and positions in Å:
O  -0.2718  -1.1495  -2.2028  -0.0995
C  -0.0238  -0.6432  -1.0953  -0.3752
N  -0.2121  0.6876  -0.9512  0.0378
C  0.3047  1.3862  0.2891  -0.4800
O  1.1090  0.6121  1.0363  -0.3179
H  0.2436  -1.2290  -0.2291  0.1070
H  -0.4562  1.0498  -1.8548  0.1098
H  -0.6108  1.8225  0.7594  0.0865
H  0.8850  2.2777  -0.0104  0.0754
H  -0.0420  -0.2586  2.0025  -0.0051
H  -0.2900  -1.5127  2.7125  0.0125
O  -0.8136  -0.8936  2.1746  -0.1512

Values from the calculation:
**Net charge**: -1
**Calculated total energy**: -360.30987 hartree
**Energy above the lowest of the compared OMol25 structures with the same formula, charge and spin**: 38.5 kcal per mole
**Frontier orbital gap**: 0.287 hartree

---

(3)
Molecular formula: C5H8N2O
Method: DFT, ωB97M-V/def2-TZVPD

Last column: Löwdin charge in e.
Atoms and positions in Å:
C  1.2580  0.1882  1.2283  0.0602
C  0.5300  0.5572  0.1693  -0.3611
C  1.1334  1.1663  -1.0659  -0.0626
C  -0.9905  1.0033  0.3642  -0.1392
N  -1.8646  0.1955  0.0112  0.1440
C  -1.0086  -1.0340  -0.5251  -0.5638
N  -1.1286  -2.0849  0.3537  0.1540
O  -0.7853  -1.1391  -1.7064  0.0824
H  0.8078  -0.2641  2.1006  0.0641
H  2.3341  0.2968  1.2422  0.0672
H  0.6657  0.7252  -1.9474  0.0732
H  2.2090  0.9947  -1.1043  0.0805
H  0.9534  2.2436  -1.0964  0.0847
H  -1.1374  1.9839  0.8136  0.1144
H  -1.4229  -2.9455  -0.0828  0.1074
H  -1.5535  -1.8873  1.2451  0.0947

Values from the calculation:
**Calculated total energy**: -380.00398 hartree
**Energy above the lowest of the compared OMol25 structures with the same formula, charge and spin**: 52.8 kcal per mole
**SMILES**: C=C(C)/C=N\C(N)=O
**Frontier orbital gap**: 0.357 hartree

---

(4)
Molecular formula: C3H7NO2
Method: DFT, ωB97M-V/def2-TZVPD

Last column: Löwdin charge in e.
Atoms and positions in Å:
C  0.3677  -1.9172  -0.4341  -0.0986
N  0.5703  -0.5825  0.2025  -0.1138
C  -0.6563  0.1801  0.3205  -0.2260
C  -0.3492  1.5663  0.4634  -0.4463
O  -0.4145  2.1665  1.5110  0.1173
O  0.5075  2.1751  -0.5756  0.0211
H  0.3147  -2.6176  0.4516  0.0900
H  -0.5908  -1.8843  -0.8616  0.0391
H  1.1096  -2.3657  -1.1100  0.0798
H  1.2783  0.1761  -0.1173  0.1457
H  -1.2462  0.1353  -0.6225  0.1308
H  -1.3477  -0.1496  1.2336  0.1772
H  0.4566  3.1174  -0.4615  0.0838

Values from the calculation:
**Calculated total energy**: -323.69494 hartree
**Energy above the lowest of the compared OMol25 structures with the same formula, charge and spin**: 54.0 kcal per mole
**SMILES**: CNCC(=O)O
**Frontier orbital gap**: 0.361 hartree

---

(5)
Molecular formula: C54H45N10O6PtSSi
Method: DFT, ωB97M-V/def2-TZVPD

Last column: Löwdin charge in e.
Atoms and positions in Å:
Pt  -0.2291  0.1528  -0.5545  0.9803
C  0.6143  1.3471  5.1241  -0.0733
N  0.4220  0.5852  3.9099  -0.1216
C  0.3357  0.9982  2.6412  -0.1323
N  0.0876  -0.0299  1.8619  0.0125
C  -0.0008  -1.0700  2.7243  -0.2013
N  0.1778  -0.7521  3.9861  0.1219
C  -0.6634  1.9087  5.7135  -0.1756
C  -0.6083  2.8966  6.6881  -0.0405
C  -1.7746  3.3923  7.2578  -0.0768
C  -3.0127  2.9316  6.8367  -0.0266
C  -3.0665  1.9499  5.8555  -0.1345
C  -1.8990  1.4313  5.3096  0.0420
C  -4.3517  1.4572  5.3528  -0.2960
N  -5.5539  1.8579  5.5845  0.1291
N  -6.3910  1.0355  4.8190  0.1315
C  -5.6170  0.2106  4.2118  -0.3092
O  -4.3205  0.4177  4.5002  0.1217
C  -5.9175  -0.8675  3.2637  -0.1331
C  -7.1810  -1.0116  2.7070  -0.0441
C  -7.4048  -2.0184  1.7782  -0.0580
C  -6.3765  -2.8732  1.3990  -0.0224
C  -5.1166  -2.7414  1.9661  -0.1958
C  -3.9626  -3.6266  1.5666  -0.0712
N  -3.0732  -2.9782  0.6042  -0.1078
C  -2.5782  -1.7360  0.5984  -0.1344
N  -1.8215  -1.5707  -0.4630  -0.0023
C  -1.8517  -2.7827  -1.0793  -0.1798
N  -2.6039  -3.6723  -0.4665  0.1180
C  -4.9016  -1.7396  2.9029  0.0240
H  1.3252  2.1486  4.9298  0.1348
H  1.0730  0.6566  5.8290  0.1317
H  0.5193  2.0126  2.3150  0.1528
H  -0.1584  -2.0892  2.4023  0.1154
H  0.3540  3.2857  7.0060  0.1143
H  -1.7167  4.1624  8.0172  0.1023
H  -3.9337  3.3270  7.2470  0.1142
H  -1.9631  0.6880  4.5266  0.1105
H  -7.9695  -0.3287  2.9995  0.1170
H  -8.3872  -2.1333  1.3376  0.1068
H  -6.5554  -3.6438  0.6573  0.1167
H  -4.2998  -4.5337  1.0750  0.1207
H  -3.3884  -3.9065  2.4507  0.1286
H  -2.8006  -0.9613  1.3224  0.1153
H  -1.3419  -2.9893  -2.0085  0.1093
H  -3.9283  -1.6369  3.3709  0.1313
C  3.9325  0.2790  -1.1011  -0.1436
S  2.6692  0.2442  0.1326  0.3605
O  3.3205  0.2957  1.4255  -0.3463
O  1.8196  1.4310  -0.1495  -0.4608
O  1.9320  -1.0096  -0.1266  -0.4492
H  4.5228  1.1850  -0.9655  0.0641
H  3.4440  0.2682  -2.0769  0.0530
H  4.5468  -0.6127  -0.9720  0.0661
O  -1.8196  2.7482  -2.3183  0.0513
C  -2.1913  2.6948  -1.1668  -0.5633
N  -3.0933  3.5864  -0.6113  0.1424
C  -3.2166  3.3943  0.8103  -0.2786
C  -2.4793  2.0276  0.9362  -0.4579
O  -2.5331  1.3780  1.9801  0.0130
N  -1.8428  1.7365  -0.2141  0.0731
C  -4.6899  3.2917  1.2060  -0.1322
C  -5.3614  2.0716  1.1524  -0.0068
C  -6.7204  1.9996  1.4250  -0.0813
C  -7.4313  3.1454  1.7605  -0.0888
C  -6.7735  4.3663  1.8056  -0.0807
C  -5.4133  4.4359  1.5299  -0.0341
C  -2.4264  4.4194  1.6201  -0.1417
C  -1.4460  5.1953  1.0109  -0.0129
C  -0.7207  6.1280  1.7435  -0.0805
C  -0.9723  6.3004  3.0959  -0.0997
C  -1.9342  5.5120  3.7151  -0.0784
C  -2.6446  4.5676  2.9880  -0.0284
H  -3.2955  4.4550  -1.0744  0.1521
H  -4.8196  1.1684  0.8947  0.1167
H  -7.2266  1.0410  1.3836  0.0803
H  -8.4882  3.0835  1.9911  0.0985
H  -7.3173  5.2685  2.0607  0.0984
H  -4.9064  5.3934  1.5760  0.1169
H  -1.2280  5.0604  -0.0418  0.1179
H  0.0396  6.7201  1.2497  0.1006
H  -0.4245  7.0429  3.6635  0.0955
H  -2.1339  5.6310  4.7709  0.0952
H  -3.3871  3.9505  3.4804  0.1157
C  1.3128  3.8287  -5.3788  -0.1164
C  0.3348  2.9901  -5.8979  -0.1025
C  -0.1022  1.8907  -5.1648  -0.1046
C  0.4206  1.6050  -3.9011  -0.3014
C  1.3919  2.4711  -3.3887  -0.0977
C  1.8381  3.5673  -4.1183  -0.0962
Si  -0.0620  0.0562  -2.9222  0.6050
C  -1.6440  -0.6381  -3.7521  -0.2839
C  -2.9025  -0.1418  -3.3792  -0.1037
C  -4.0781  -0.6565  -3.9115  -0.0948
C  -4.0320  -1.6986  -4.8318  -0.1151
C  -2.8010  -2.2114  -5.2153  -0.1036
C  -1.6264  -1.6848  -4.6818  -0.1036
C  1.2503  -1.2005  -3.5556  -0.2865
C  1.5582  -2.3576  -2.8304  -0.1241
C  2.3850  -3.3496  -3.3487  -0.0938
C  2.9441  -3.2026  -4.6122  -0.1145
C  2.6788  -2.0505  -5.3430  -0.1026
C  1.8452  -1.0679  -4.8187  -0.1016
H  1.6575  4.6841  -5.9490  0.0876
H  -0.0921  3.1946  -6.8747  0.0913
H  -0.8740  1.2489  -5.5801  0.0994
H  1.7807  2.2973  -2.3881  0.0757
H  2.5930  4.2248  -3.7002  0.0928
H  -2.9547  0.6637  -2.6556  0.0762
H  -5.0343  -0.2459  -3.6027  0.0945
H  -4.9476  -2.1066  -5.2456  0.0893
H  -2.7510  -3.0281  -5.9283  0.0924
H  -0.6773  -2.1078  -4.9967  0.0918
H  1.1707  -2.4663  -1.8232  0.0674
H  2.6018  -4.2351  -2.7604  0.0952
H  3.5843  -3.9763  -5.0215  0.0893
H  3.1230  -1.9166  -6.3238  0.0922
H  1.6556  -0.1737  -5.4039  0.0940

Values from the calculation:
**Net charge**: -1
**Calculated total energy**: -3890.98267 hartree
**Energy above the lowest of the compared OMol25 structures with the same formula, charge and spin**: 0.0 kcal per mole
**Frontier orbital gap (spin up / spin down)**: 0.192 / 0.280 hartree
**Multiplicity**: 3

---

(6)
Molecular formula: C3H15NO3
Method: DFT, ωB97M-V/def2-TZVPD

Last column: Löwdin charge in e.
Atoms and positions in Å:
C  2.6868  1.2488  -0.1826  -0.0495
N  -1.6721  0.1953  -0.0451  0.2282
C  -2.5364  0.3648  1.2077  -0.0246
C  -2.7065  -0.0894  -1.1963  0.0146
H  3.0562  0.9255  0.8337  0.0494
H  3.2848  0.6732  -0.8890  0.0308
H  2.7521  2.3372  -0.1192  0.0425
H  -2.2231  -0.1622  2.1226  0.1243
H  -3.6573  0.1326  1.0157  0.1224
H  -2.4932  1.4878  1.5862  0.1966
H  -2.1754  -0.5366  -2.0808  0.1174
H  -3.4197  -0.7862  -0.7872  0.0913
H  -3.2266  0.8950  -1.4622  0.1691
H  0.0987  -0.4027  1.0941  -0.0207
H  1.5150  -0.7957  1.0516  -0.0383
O  0.8464  -0.5537  1.7009  -0.0429
H  -0.0968  -0.7319  -0.9855  -0.0245
H  1.7160  0.7899  -0.3974  -0.0219
O  0.7164  -0.7097  -1.5167  -0.0830
H  3.1324  -2.1458  0.0616  0.0822
H  1.5746  -0.8923  -1.0234  0.0008
O  2.8275  -1.2439  0.0113  0.0357

Values from the calculation:
**Net charge**: +1
**Calculated total energy**: -403.16529 hartree
**Energy above the lowest of the compared OMol25 structures with the same formula, charge and spin**: 173.8 kcal per mole
**Frontier orbital gap (spin up / spin down)**: 0.171 / 0.170 hartree
**Multiplicity**: 2